A molecular structure, C26H22N4O3SbSe4Ta at a distorted geometry. Source: the Open Molecules 2025 dataset; level of theory: ωB97M-V/def2-TZVPD.

Properties
**Relative energy (zero: lowest compared OMol25 entry of this formula, charge and spin)**: 2.3841 eV
**Molar mass**: 1057.0 g mol⁻¹
**Lowest unoccupied orbital energy**: -1.8 eV
**Orbital gap**: 5.60 eV
**Net charge**: 0

Last column: Löwdin charge in e.
Atoms and positions in Å:
Ta -0.423 0.566 0.748  1.58
C 5.286 -0.590 -0.356  -0.11
C 5.019 -0.794 0.993  -0.09
C 3.717 -0.838 1.459  -0.04
C 2.629 -0.690 0.587  -0.27
C 2.909 -0.491 -0.765  -0.03
C 4.219 -0.436 -1.226  -0.09
N 1.314 -0.691 1.101  -0.08
C 1.017 -1.554 2.174  -0.27
C 1.525 -2.838 2.376  -0.04
C 1.117 -3.592 3.464  -0.09
C 0.200 -3.086 4.384  -0.09
C -0.333 -1.819 4.202  -0.02
C 0.058 -1.087 3.096  -0.23
N -0.434 0.161 2.693  -0.21
N -1.131 1.036 3.515  0.09
C -1.171 2.214 2.951  -0.40
C -1.918 3.273 3.587  -0.04
C -1.954 4.488 3.031  -0.07
C -1.254 4.738 1.793  -0.09
C -0.602 3.746 1.186  -0.19
N -0.526 2.440 1.710  -0.12
H 6.305 -0.549 -0.719  0.10
H 5.835 -0.911 1.697  0.10
H 3.532 -0.970 2.517  0.12
H 2.106 -0.390 -1.476  0.08
H 4.397 -0.281 -2.284  0.10
H 2.250 -3.239 1.678  0.12
H 1.519 -4.589 3.599  0.10
H -0.103 -3.683 5.234  0.10
H -1.051 -1.394 4.891  0.11
H -2.434 3.029 4.504  0.12
H -2.515 5.285 3.501  0.11
H -1.281 5.714 1.332  0.11
H -0.103 3.887 0.239  0.10
C -1.662 1.888 -5.642  -0.04
O -1.110 0.564 -5.688  -0.05
C -0.748 0.003 -4.530  -0.26
C -0.659 -1.392 -4.510  0.03
C -0.484 -2.022 -3.304  0.00
C -0.355 -1.298 -2.110  -0.15
C -0.722 -1.957 -0.866  -0.36
C -0.908 -3.432 -0.770  0.03
O -1.034 -1.300 0.150  -0.23
C -0.214 0.106 -2.212  -0.34
O 0.082 0.836 -1.097  -0.29
C -0.444 0.760 -3.395  0.06
H -2.221 2.003 -6.564  0.10
H -0.862 2.629 -5.602  0.10
H -2.324 1.993 -4.783  0.09
H -0.811 -1.940 -5.429  0.13
H -0.529 -3.103 -3.267  0.12
H -1.855 -3.682 -1.257  0.11
H -0.959 -3.712 0.279  0.10
H -0.101 -3.977 -1.260  0.10
H -0.387 1.839 -3.430  0.13
Se -4.769 1.720 1.285  0.01
Sb -2.794 1.026 -0.196  0.22
Se -3.026 3.263 -1.459  -0.01
Se -3.841 -0.518 -1.637  0.00
Se -4.981 3.642 -0.120  -0.02